Molecular formula: C45H42F3N6O3P2STi
Method: DFT, the ωB97M-V functional and the def2-TZVPD basis

Atoms and positions in Å:
Ti  0.687  0.896  -0.920
C  -0.581  1.308  -6.664
C  -0.748  -0.176  -6.347
N  0.337  -0.704  -5.539
C  0.504  -0.141  -4.290
S  2.297  0.056  -3.808
N  -0.482  0.229  -3.598
N  -0.492  0.811  -2.414
C  -1.749  1.193  -1.952
C  -2.982  0.716  -2.668
C  -1.737  2.050  -0.872
C  -2.859  2.741  -0.305
C  -2.675  3.679  0.655
C  -1.362  3.974  1.112
C  -0.321  3.262  0.586
N  -0.469  2.308  -0.340
H  -1.466  1.693  -7.160
H  -0.435  1.861  -5.739
H  0.283  1.470  -7.303
H  -1.670  -0.333  -5.783
H  -0.783  -0.770  -7.263
H  1.209  -0.818  -6.037
H  -2.864  0.845  -3.745
H  -3.149  -0.348  -2.476
H  -3.855  1.272  -2.337
H  -3.850  2.523  -0.672
H  -3.516  4.208  1.080
H  -1.200  4.746  1.846
H  0.703  3.443  0.914
O  2.361  0.262  -0.525
C  3.172  0.975  0.210
C  3.797  0.450  1.351
C  4.681  1.204  2.100
C  4.995  2.506  1.735
C  4.415  3.054  0.612
C  3.506  2.316  -0.159
C  2.854  2.864  -1.309
N  1.720  2.384  -1.838
C  1.410  3.188  -2.900
C  2.357  4.153  -3.033
N  3.262  3.952  -2.026
H  3.561  -0.562  1.647
H  5.129  0.772  2.983
H  5.680  3.081  2.340
H  4.640  4.076  0.338
H  0.530  3.031  -3.499
H  2.465  4.946  -3.745
H  4.102  4.479  -1.870
O  0.619  0.706  1.471
P  -0.190  0.051  2.524
C  -0.428  -1.762  2.228
P  -0.578  -2.089  0.409
O  -0.408  -0.848  -0.400
C  0.760  -3.306  0.224
C  2.057  -2.802  0.306
C  3.135  -3.663  0.360
C  2.921  -5.033  0.374
C  1.629  -5.537  0.326
C  0.548  -4.679  0.257
C  -2.151  -2.878  0.001
C  -3.253  -3.025  0.841
C  -4.404  -3.621  0.367
C  -4.468  -4.086  -0.941
C  -3.376  -3.931  -1.786
C  -2.228  -3.324  -1.325
C  -1.923  0.601  2.659
C  -2.810  0.314  1.623
C  -4.153  0.608  1.764
C  -4.622  1.184  2.934
C  -3.740  1.471  3.966
C  -2.396  1.178  3.831
C  0.628  0.154  4.131
C  0.406  -0.757  5.166
C  1.118  -0.651  6.344
C  2.035  0.377  6.518
C  2.258  1.286  5.489
C  1.567  1.173  4.300
H  -1.283  -2.144  2.784
H  0.468  -2.276  2.586
H  2.198  -1.729  0.290
H  4.138  -3.269  0.397
H  3.758  -5.710  0.432
H  1.461  -6.604  0.352
H  -0.463  -5.060  0.222
H  -3.216  -2.664  1.859
H  -5.257  -3.728  1.020
H  -5.368  -4.561  -1.297
H  -3.430  -4.291  -2.803
H  -1.373  -3.178  -1.973
H  -2.444  -0.125  0.704
H  -4.841  0.382  0.962
H  -5.672  1.413  3.046
H  -4.102  1.914  4.881
H  -1.701  1.388  4.632
H  -0.318  -1.548  5.044
H  0.955  -1.368  7.137
H  2.587  0.462  7.442
H  2.978  2.080  5.621
H  1.746  1.851  3.476
F  2.227  -2.570  -3.810
C  2.321  -1.532  -2.959
F  1.251  -1.632  -2.148
F  3.411  -1.735  -2.229

## Properties
Spin multiplicity: 2
LUMO level (spin up / spin down) (eV): 0.409 / 0.410
Max |F| (eV/A): 2.7
DFT total energy (eV): -123114.2392
<S²>: 0.757
Energy relative to the best compared isomer or geometry (same formula, charge and spin) (kJ/mol): 317.6
Gap between HOMO and LUMO (spin up / spin down) (eV): 4.76 / 4.83
E_HOMO (spin up / spin down) (eV): -4.35 / -4.42

Here are the Mulliken charges for atoms 1 to 8, given in e:
1. Ti -1.278
2. C -0.738
3. C -0.485
4. N -0.176
5. C -0.176
6. S -0.474
7. N -1.686
8. N 2.263


Molecular formula: C45H42F3N9OS
Method: DFT, the ωB97M-V functional and the def2-TZVPD basis

Atoms and positions in Å:
F  -3.904  5.279  -1.415
C  -4.334  4.438  -2.391
F  -3.248  3.807  -2.815
F  -4.799  5.213  -3.374
C  -5.394  3.519  -1.850
C  -6.630  4.053  -1.598
C  -7.707  3.300  -1.066
C  -9.003  4.015  -0.822
C  -10.131  3.474  -1.715
C  -9.904  3.638  -3.308
O  -9.839  2.370  -2.367
C  -7.503  1.981  -0.777
C  -6.248  1.393  -1.043
N  -5.937  0.102  -0.824
S  -4.424  -0.073  -1.281
N  -4.057  1.411  -1.752
C  -5.171  2.139  -1.579
H  -6.771  5.099  -1.830
H  -8.904  5.045  -1.148
H  -9.369  3.920  0.197
H  -11.136  3.646  -1.368
H  -9.041  4.323  -3.071
H  -9.321  3.130  -4.079
H  -8.319  1.406  -0.369
N  -0.972  2.052  1.629
C  -1.509  2.691  0.590
C  -1.359  4.051  0.361
C  -0.614  4.790  1.264
C  -0.051  4.144  2.353
C  -0.255  2.778  2.488
H  -2.084  2.076  -0.095
H  -1.813  4.510  -0.505
H  -0.473  5.855  1.121
H  0.539  4.683  3.082
H  0.173  2.228  3.319
N  -3.667  -3.245  -1.658
C  -4.260  -4.424  -1.836
C  -3.787  -5.610  -1.296
C  -2.637  -5.569  -0.521
C  -2.012  -4.349  -0.316
C  -2.567  -3.226  -0.909
H  -5.157  -4.411  -2.447
H  -4.309  -6.541  -1.476
H  -2.237  -6.473  -0.080
H  -1.117  -4.258  0.279
H  -2.109  -2.250  -0.776
N  1.069  -3.755  -0.007
C  1.883  -3.044  0.774
C  3.258  -3.002  0.615
C  3.827  -3.742  -0.409
C  2.996  -4.491  -1.229
C  1.630  -4.462  -0.987
H  1.399  -2.480  1.565
H  3.870  -2.402  1.278
H  4.900  -3.729  -0.561
H  3.396  -5.083  -2.041
H  0.942  -5.029  -1.607
N  7.064  -3.087  -0.685
C  7.866  -3.655  0.215
C  9.237  -3.453  0.259
C  9.808  -2.618  -0.687
C  8.990  -2.021  -1.632
C  7.631  -2.286  -1.586
H  7.377  -4.302  0.936
H  9.838  -3.939  1.015
H  10.875  -2.436  -0.688
H  9.395  -1.363  -2.388
H  6.953  -1.837  -2.304
N  4.983  -0.250  2.474
C  4.181  0.783  2.732
C  4.211  1.976  2.026
C  5.128  2.106  0.996
C  5.971  1.044  0.714
C  5.857  -0.107  1.478
H  3.479  0.639  3.546
H  3.532  2.778  2.278
H  5.183  3.022  0.421
H  6.701  1.103  -0.082
H  6.493  -0.965  1.286
N  0.087  -0.393  -2.930
C  0.900  -0.962  -2.041
C  2.273  -0.765  -2.015
C  2.833  0.069  -2.969
C  2.003  0.669  -3.903
C  0.643  0.406  -3.839
H  0.420  -1.607  -1.314
H  2.881  -1.250  -1.268
H  3.901  0.250  -2.983
H  2.399  1.326  -4.665
H  -0.043  0.857  -4.547
N  0.788  1.007  5.214
C  0.097  -0.113  5.007
C  0.561  -1.376  5.343
C  1.814  -1.482  5.923
C  2.548  -0.328  6.144
C  1.991  0.886  5.774
H  -0.877  0.016  4.546
H  -0.045  -2.251  5.153
H  2.214  -2.450  6.199
H  3.531  -0.366  6.594
H  2.530  1.814  5.931

## Properties
Spin multiplicity: 1
LUMO level (eV): -0.481
Max |F| (eV/A): 2.2
DFT total energy (eV): -81786.9100
Gap between HOMO and LUMO (eV): 8.35
E_HOMO (eV): -8.83

Here are the Mulliken charges for atoms 1 to 8, given in e:
1. F -0.253
2. C 0.776
3. F -0.254
4. F -0.276
5. C 0.342
6. C -0.809
7. C 0.777
8. C -1.644


Molecular formula: C45H42GeN9O5PS2SeW
Method: DFT, the ωB97M-V functional and the def2-TZVPD basis

Atoms and positions in Å:
W  -0.262  -0.416  -0.202
O  1.837  0.250  0.351
C  0.908  0.257  1.202
C  0.915  0.850  2.531
C  2.057  1.080  3.288
C  1.904  1.547  4.583
C  0.632  1.791  5.092
C  -0.500  1.601  4.311
C  -0.358  1.119  3.018
P  -1.610  0.967  1.692
C  -3.189  0.661  2.570
C  -3.943  -0.481  2.327
C  -5.155  -0.682  2.979
C  -5.625  0.258  3.877
C  -4.894  1.419  4.109
C  -3.696  1.625  3.450
C  -1.837  2.741  1.306
C  -3.037  3.160  0.730
C  -3.232  4.494  0.417
C  -2.228  5.422  0.665
C  -1.031  5.012  1.227
C  -0.836  3.676  1.555
H  3.034  0.898  2.859
H  2.774  1.729  5.201
H  0.523  2.150  6.108
H  -1.476  1.825  4.719
H  -3.609  -1.201  1.598
H  -5.735  -1.571  2.765
H  -6.570  0.102  4.382
H  -5.270  2.173  4.788
H  -3.164  2.556  3.594
H  -3.821  2.440  0.523
H  -4.166  4.807  -0.034
H  -2.377  6.463  0.407
H  -0.232  5.722  1.393
H  0.116  3.373  1.970
Se  5.635  -3.664  -4.258
N  4.311  -2.552  -4.706
C  3.564  -2.404  -3.649
C  2.384  -1.550  -3.606
C  1.949  -0.802  -4.696
C  0.815  -0.041  -4.545
C  0.174  0.003  -3.315
N  0.617  -0.659  -2.245
C  1.685  -1.456  -2.406
C  2.063  -2.225  -1.235
N  1.275  -2.066  -0.157
C  1.693  -2.629  0.974
C  2.819  -3.433  1.066
C  3.583  -3.656  -0.054
C  3.206  -3.025  -1.235
C  3.976  -3.130  -2.468
N  5.052  -3.856  -2.582
H  2.505  -0.834  -5.624
H  0.415  0.547  -5.359
H  -0.718  0.593  -3.187
H  1.119  -2.400  1.855
H  3.077  -3.862  2.024
H  4.470  -4.275  -0.034
N  -1.019  -3.181  -2.476
N  -2.372  -2.968  -2.201
C  -2.876  -1.772  -1.689
O  -4.094  -1.629  -1.708
O  -2.058  -0.883  -1.243
H  -0.848  -3.169  -3.476
H  -0.741  -4.084  -2.110
H  -3.065  -3.515  -2.687
N  4.865  0.918  -5.393
C  4.258  1.595  -4.336
C  3.551  2.775  -4.560
C  2.875  3.398  -3.520
C  2.896  2.845  -2.251
C  3.619  1.681  -2.009
C  4.300  1.066  -3.041
S  1.914  3.522  -0.942
O  2.696  3.490  0.264
O  1.386  4.791  -1.399
N  0.793  2.402  -0.846
C  -0.381  2.446  -1.416
S  -1.027  3.598  -2.548
C  -2.443  2.604  -2.716
C  -2.374  1.516  -1.929
N  -1.211  1.408  -1.175
H  5.105  1.483  -6.190
H  5.594  0.273  -5.136
H  3.520  3.201  -5.556
H  2.315  4.308  -3.692
H  3.630  1.262  -1.009
H  4.868  0.159  -2.853
H  -3.271  2.907  -3.336
H  -3.146  0.775  -1.818
C  -0.512  -2.060  4.050
Ge  -1.157  -3.113  2.521
C  -2.924  -3.819  3.004
C  -0.050  -4.753  2.406
C  -1.244  -2.188  0.781
H  -0.445  -2.718  4.919
H  -1.214  -1.258  4.284
H  0.467  -1.602  3.893
H  -2.848  -4.329  3.968
H  -3.246  -4.549  2.259
H  -3.689  -3.050  3.091
H  -0.656  -5.607  2.712
H  0.818  -4.712  3.068
H  0.304  -4.942  1.391
H  -2.301  -1.966  0.685
H  -1.082  -2.992  0.056

## Properties
Spin multiplicity: 1
LUMO level (spin up / spin down) (eV): -1.234 / -1.234
Max |F| (eV/A): 1.3
DFT total energy (eV): -225642.9601
Energy relative to the best compared isomer or geometry (same formula, charge and spin) (kJ/mol): 34.2
Gap between HOMO and LUMO (spin up / spin down) (eV): 5.55 / 5.55
E_HOMO (spin up / spin down) (eV): -6.79 / -6.79

Here are the Mulliken charges for atoms 1 to 8, given in e:
1. W 2.742
2. O -0.232
3. C -0.042
4. C 0.675
5. C -0.481
6. C -1.030
7. C -0.918
8. C -0.686


Molecular formula: C45H43IrN3O3Si
Method: DFT, the ωB97M-V functional and the def2-TZVPD basis

Atoms and positions in Å:
Ir  -0.194  0.426  -1.336
C  -4.449  0.710  -1.608
O  -3.861  2.038  -1.356
C  -2.594  1.787  -1.136
N  -2.219  0.575  -0.972
C  -3.452  -0.247  -0.942
C  -3.373  -1.622  -1.549
C  -2.187  -2.231  -1.929
C  -2.185  -3.492  -2.508
C  -3.379  -4.168  -2.694
C  -4.569  -3.591  -2.270
C  -4.565  -2.327  -1.703
C  -1.567  2.847  -1.094
C  -1.735  4.211  -1.040
C  -0.594  5.012  -1.034
C  0.666  4.439  -1.113
C  0.753  3.060  -1.157
N  -0.346  2.306  -1.111
C  1.942  2.218  -1.338
N  1.771  0.979  -1.592
C  3.086  0.388  -1.918
C  4.041  1.549  -1.545
O  3.161  2.705  -1.317
C  3.423  -0.925  -1.250
C  4.676  -1.469  -1.526
C  5.050  -2.685  -0.980
C  4.174  -3.372  -0.148
C  2.929  -2.834  0.132
C  2.549  -1.616  -0.422
H  -4.498  0.563  -2.687
H  -5.444  0.698  -1.180
H  -3.726  -0.360  0.113
H  -1.236  -1.735  -1.774
H  -1.250  -3.941  -2.818
H  -3.385  -5.141  -3.167
H  -5.504  -4.124  -2.387
H  -5.501  -1.885  -1.378
H  -2.730  4.632  -1.002
H  -0.691  6.089  -0.988
H  1.565  5.038  -1.151
H  3.080  0.222  -2.999
H  4.737  1.817  -2.332
H  4.583  1.354  -0.621
H  5.367  -0.941  -2.177
H  6.024  -3.100  -1.205
H  4.465  -4.323  0.279
H  2.246  -3.351  0.795
H  1.584  -1.202  -0.162
C  -0.929  1.423  4.619
C  -0.890  1.557  3.100
C  -2.281  1.354  2.500
C  -0.269  2.882  2.659
Si  0.228  0.180  2.304
O  0.179  0.320  0.700
C  -0.516  -1.458  2.846
C  -1.535  -1.998  2.052
C  -2.157  -3.195  2.375
C  -1.769  -3.887  3.514
C  -0.742  -3.389  4.302
C  -0.116  -2.195  3.963
C  1.949  0.468  3.005
C  2.981  0.811  2.126
C  4.278  1.039  2.568
C  4.576  0.923  3.917
C  3.571  0.580  4.812
C  2.277  0.354  4.361
H  -1.773  1.991  5.035
H  -0.026  1.826  5.079
H  -1.066  0.387  4.940
H  -2.950  2.194  2.746
H  -2.750  0.448  2.888
H  -2.228  1.278  1.413
H  -0.831  3.744  3.051
H  -0.261  2.966  1.569
H  0.757  2.981  3.021
H  -1.834  -1.465  1.153
H  -2.940  -3.594  1.739
H  -2.257  -4.817  3.779
H  -0.421  -3.934  5.181
H  0.705  -1.846  4.578
H  2.757  0.897  1.069
H  5.061  1.297  1.863
H  5.585  1.092  4.271
H  3.796  0.481  5.866
H  1.518  0.096  5.088
C  -0.676  0.198  -6.139
C  -1.227  1.282  -5.474
C  -1.111  1.391  -4.091
C  -0.444  0.422  -3.340
C  0.118  -0.655  -4.034
C  0.000  -0.773  -5.413
H  -0.769  0.110  -7.213
H  -1.754  2.048  -6.031
H  -1.561  2.258  -3.615
H  0.666  -1.427  -3.493
H  0.439  -1.624  -5.919

## Properties
Spin multiplicity: 1
LUMO level (eV): -4.077
Max |F| (eV/A): 1.3
DFT total energy (eV): -68688.7299
Energy relative to the best compared isomer or geometry (same formula, charge and spin) (kJ/mol): 121.3
Gap between HOMO and LUMO (eV): 6.35
Net charge: +1
E_HOMO (eV): -10.42

Here are the Mulliken charges for atoms 1 to 8, given in e:
1. Ir 0.595
2. C -0.615
3. O -0.485
4. C 0.374
5. N 0.843
6. C -0.907
7. C 0.246
8. C 0.964